Below is C44H64BrGeI2N4O2SSeSiY as an isolated structure at a distorted geometry, with properties calculated with ωB97M-V/def2-TZVPD.

Calculated values
multiplicity = 1
charge = +2

Each line ends with the natural charge from an NBO analysis.
Geometry (Å):
Y (-1.292, 0.187, 0.893)  1.70
N (-4.162, 1.173, 2.950)  -0.57
C (-3.063, 1.977, 3.177)  0.42
C (-3.210, 2.935, 4.196)  -0.27
C (-2.202, 3.838, 4.436)  -0.11
C (-1.046, 3.760, 3.659)  -0.26
C (-0.949, 2.751, 2.729)  0.06
N (-1.926, 1.855, 2.479)  -0.59
C (-4.575, 0.382, 1.896)  0.41
C (-5.946, 0.081, 1.834)  -0.27
C (-6.422, -0.712, 0.814)  -0.13
C (-5.520, -1.177, -0.141)  -0.22
C (-4.194, -0.826, -0.014)  0.04
N (-3.710, -0.074, 0.987)  -0.59
H (-4.921, 1.368, 3.595)  0.41
H (-4.121, 2.960, 4.775)  0.23
H (-2.306, 4.596, 5.196)  0.25
H (-0.244, 4.470, 3.777)  0.25
H (-0.040, 2.648, 2.134)  0.22
H (-6.620, 0.481, 2.579)  0.23
H (-7.468, -0.969, 0.754)  0.24
H (-5.841, -1.798, -0.960)  0.24
H (-3.475, -1.143, -0.762)  0.23
I (-1.671, -3.611, -1.933)  0.18
C (-2.265, -3.702, 0.082)  -0.19
C (-3.052, -4.718, 0.607)  -0.24
C (-3.468, -4.664, 1.918)  -0.14
I (-4.712, -6.214, 2.647)  0.19
C (-3.123, -3.567, 2.739)  -0.15
C (-3.557, -3.377, 4.066)  -0.09
C (-3.203, -2.239, 4.740)  -0.27
C (-2.410, -1.281, 4.096)  0.08
N (-1.971, -1.415, 2.865)  -0.51
C (-2.305, -2.541, 2.187)  0.18
C (-1.845, -2.618, 0.837)  0.27
O (-1.106, -1.677, 0.319)  -0.87
H (-3.359, -5.540, -0.020)  0.25
H (-4.182, -4.117, 4.544)  0.25
H (-3.530, -2.067, 5.752)  0.24
H (-2.129, -0.372, 4.612)  0.20
C (4.092, 0.758, 3.852)  -1.09
Ge (2.664, 0.546, 5.211)  1.58
C (3.162, -0.667, 6.684)  -1.07
C (2.029, 2.299, 5.896)  -1.07
C (1.041, -0.274, 4.305)  -1.01
Se (1.035, -0.011, 2.372)  0.32
C (1.725, -1.764, 1.872)  -0.75
H (4.734, 1.593, 4.115)  0.24
H (3.666, 0.948, 2.868)  0.23
H (4.709, -0.134, 3.798)  0.24
H (3.971, -0.235, 7.261)  0.25
H (3.495, -1.629, 6.307)  0.24
H (2.323, -0.831, 7.354)  0.24
H (2.853, 2.848, 6.344)  0.25
H (1.274, 2.152, 6.665)  0.23
H (1.606, 2.910, 5.103)  0.22
H (0.140, 0.214, 4.680)  0.23
H (0.944, -1.344, 4.488)  0.24
H (2.755, -1.864, 2.222)  0.23
H (1.677, -1.852, 0.786)  0.25
H (1.096, -2.526, 2.333)  0.23
C (-2.894, -1.905, -5.748)  -0.64
C (-3.081, -0.893, -4.668)  0.05
C (-1.975, -0.206, -4.174)  -0.22
C (-2.106, 0.696, -3.137)  -0.13
C (-3.359, 0.945, -2.601)  -0.31
C (-4.477, 0.289, -3.090)  -0.19
C (-4.331, -0.631, -4.114)  -0.21
S (-3.500, 2.063, -1.194)  1.29
C (-3.200, 3.639, -2.061)  -0.78
O (-2.204, 1.831, -0.436)  -1.03
H (-2.127, -1.585, -6.448)  0.23
H (-3.814, -2.092, -6.294)  0.23
H (-2.560, -2.841, -5.302)  0.23
H (-1.007, -0.381, -4.615)  0.22
H (-1.244, 1.213, -2.749)  0.23
H (-5.452, 0.500, -2.674)  0.23
H (-5.200, -1.159, -4.482)  0.23
H (-2.226, 3.601, -2.539)  0.25
H (-3.229, 4.431, -1.318)  0.25
H (-3.984, 3.797, -2.794)  0.25
C (1.347, 1.798, -4.279)  -0.62
C (2.801, 1.832, -3.801)  -0.62
C (3.710, 1.829, -5.040)  -0.62
C (2.992, 3.154, -3.049)  -0.62
Si (3.228, 0.311, -2.635)  2.25
Br (0.783, 0.607, -0.786)  -0.47
C (2.912, -1.517, -3.277)  -0.63
C (1.737, -1.552, -4.260)  -0.61
C (2.574, -2.484, -2.136)  -0.62
C (4.167, -2.023, -4.007)  -0.62
C (4.669, 0.579, -1.329)  -0.63
C (5.902, 1.106, -2.083)  -0.62
C (5.081, -0.726, -0.635)  -0.61
C (4.292, 1.577, -0.228)  -0.62
H (1.098, 2.752, -4.734)  0.22
H (0.685, 1.636, -3.440)  0.21
H (1.184, 1.029, -5.023)  0.22
H (3.380, 2.617, -5.716)  0.23
H (3.657, 0.884, -5.575)  0.22
H (4.748, 2.024, -4.786)  0.22
H (2.746, 3.976, -3.717)  0.22
H (4.018, 3.300, -2.726)  0.21
H (2.328, 3.188, -2.189)  0.22
H (0.846, -1.146, -3.793)  0.21
H (1.532, -2.583, -4.537)  0.22
H (1.959, -1.008, -5.172)  0.21
H (1.684, -2.152, -1.608)  0.23
H (3.395, -2.593, -1.438)  0.22
H (2.364, -3.464, -2.560)  0.22
H (4.431, -1.380, -4.843)  0.22
H (3.974, -3.021, -4.395)  0.24
H (5.027, -2.086, -3.346)  0.22
H (6.218, 0.411, -2.855)  0.22
H (6.725, 1.228, -1.381)  0.24
H (5.719, 2.070, -2.546)  0.22
H (5.408, -1.474, -1.350)  0.21
H (4.268, -1.125, -0.036)  0.21
H (5.921, -0.525, 0.029)  0.23
H (4.029, 2.547, -0.631)  0.22
H (5.141, 1.706, 0.439)  0.22
H (3.449, 1.209, 0.351)  0.22

Below is C44H64GeMgN3OP2SSeSi as an isolated structure at a distorted geometry, with properties calculated with ωB97M-V/def2-TZVPD.

Calculated values
multiplicity = 1
charge = +1

Each line ends with the Mulliken charge.
Geometry (Å):
Mg (0.120, 0.219, 0.646)  0.25
C (4.159, -3.043, -6.761)  -0.75
S (3.413, -4.068, -5.469)  -0.06
C (3.009, -2.757, -4.274)  -0.07
C (2.583, -3.392, -2.961)  -1.12
C (2.372, -2.388, -1.829)  -1.41
N (1.221, -1.448, -2.037)  1.44
P (-0.182, -1.811, -1.050)  -0.45
C (-0.220, -3.629, -0.887)  0.94
C (-0.566, -4.461, -1.950)  -0.83
C (-0.583, -5.834, -1.774)  -0.89
C (-0.281, -6.382, -0.533)  -0.63
C (0.030, -5.557, 0.536)  -0.63
C (0.059, -4.181, 0.362)  -0.16
C (-1.568, -1.599, -2.212)  -0.23
C (-1.429, -1.453, -3.586)  -0.06
C (-2.558, -1.312, -4.379)  -0.75
C (-3.821, -1.316, -3.805)  -0.78
C (-3.962, -1.453, -2.430)  -0.76
C (-2.837, -1.583, -1.632)  0.12
P (1.832, 0.136, -1.535)  0.01
C (3.032, 0.429, -2.892)  0.58
C (2.579, 0.551, -4.205)  -0.12
C (3.480, 0.756, -5.235)  -0.79
C (4.841, 0.840, -4.963)  -0.70
C (5.298, 0.716, -3.661)  -0.75
C (4.394, 0.512, -2.627)  -0.47
C (0.608, 1.453, -1.988)  1.41
C (-0.775, 1.425, -1.794)  0.26
C (-1.561, 2.545, -2.036)  -0.71
C (-0.979, 3.735, -2.431)  -0.89
C (0.401, 3.803, -2.570)  -0.75
C (1.182, 2.680, -2.348)  -0.79
H (4.478, -3.721, -7.549)  0.37
H (5.022, -2.512, -6.364)  0.23
H (3.426, -2.341, -7.155)  0.22
H (2.208, -2.149, -4.689)  0.17
H (3.899, -2.136, -4.141)  0.03
H (3.355, -4.094, -2.635)  0.62
H (1.674, -3.965, -3.125)  0.17
H (3.292, -1.802, -1.732)  0.95
H (2.261, -2.943, -0.894)  0.53
H (-0.833, -4.036, -2.908)  0.56
H (-0.835, -6.478, -2.606)  0.47
H (-0.303, -7.456, -0.400)  0.43
H (0.242, -5.986, 1.507)  0.45
H (0.282, -3.527, 1.199)  0.41
H (-0.439, -1.454, -4.027)  0.37
H (-2.452, -1.199, -5.451)  0.46
H (-4.698, -1.213, -4.431)  0.40
H (-4.948, -1.455, -1.983)  0.48
H (-2.927, -1.663, -0.553)  0.29
H (1.517, 0.490, -4.413)  0.42
H (3.124, 0.849, -6.253)  0.47
H (5.542, 1.005, -5.771)  0.43
H (6.358, 0.775, -3.452)  0.44
H (4.751, 0.411, -1.608)  0.34
H (-1.288, 0.520, -1.502)  -0.46
H (-2.635, 2.469, -1.923)  0.53
H (-1.593, 4.604, -2.625)  0.43
H (0.868, 4.732, -2.872)  0.49
H (2.254, 2.755, -2.474)  0.48
C (-0.507, 4.040, 1.216)  -1.24
N (0.947, 4.025, 1.204)  0.83
C (1.598, 5.295, 1.493)  -0.75
C (2.959, 5.328, 0.826)  -0.65
C (3.758, 4.146, 1.336)  -0.76
N (2.993, 2.913, 1.202)  0.58
C (3.769, 1.696, 1.380)  -0.81
C (1.642, 2.876, 1.142)  -0.84
O (1.049, 1.774, 0.998)  0.14
H (-0.871, 4.693, 0.422)  0.38
H (-0.868, 4.405, 2.179)  0.62
H (-0.891, 3.039, 1.065)  -0.15
H (1.696, 5.426, 2.577)  0.27
H (0.960, 6.092, 1.113)  0.42
H (3.478, 6.257, 1.054)  0.39
H (2.834, 5.256, -0.256)  0.25
H (4.031, 4.297, 2.385)  0.32
H (4.679, 4.032, 0.762)  0.40
H (4.410, 1.522, 0.514)  0.07
H (3.110, 0.848, 1.512)  0.09
H (4.399, 1.797, 2.266)  0.47
C (-2.334, -3.853, 3.980)  -0.99
Si (-3.279, -2.690, 2.838)  0.10
C (-3.893, -3.636, 1.323)  -0.74
C (-4.740, -1.884, 3.715)  -1.17
C (-2.081, -1.392, 2.271)  -0.38
C (-1.277, -0.556, 1.877)  0.68
H (-3.007, -4.564, 4.465)  0.37
H (-1.814, -3.295, 4.761)  0.34
H (-1.590, -4.427, 3.423)  0.18
H (-4.409, -4.550, 1.627)  0.43
H (-3.068, -3.924, 0.670)  0.09
H (-4.600, -3.043, 0.739)  0.24
H (-5.639, -2.494, 3.606)  0.50
H (-4.952, -0.899, 3.295)  0.29
H (-4.548, -1.759, 4.782)  0.31
C (-3.331, 0.561, 5.435)  -0.55
Ge (-2.997, 2.459, 5.045)  0.55
C (-4.102, 3.600, 6.212)  -1.16
C (-3.369, 2.757, 3.134)  -0.80
C (-1.110, 2.978, 5.424)  -1.07
Se (0.247, 2.255, 4.214)  0.17
C (0.292, 0.443, 4.915)  -0.60
H (-4.405, 0.375, 5.379)  0.46
H (-2.991, 0.281, 6.432)  0.36
H (-2.840, -0.074, 4.695)  -0.46
H (-5.156, 3.341, 6.109)  0.35
H (-3.983, 4.656, 5.969)  0.34
H (-3.817, 3.455, 7.254)  0.38
H (-4.406, 2.495, 2.918)  0.44
H (-2.721, 2.120, 2.529)  -0.15
H (-3.215, 3.799, 2.850)  0.38
H (-0.817, 2.697, 6.436)  0.49
H (-1.020, 4.062, 5.344)  0.42
H (-0.724, 0.064, 4.971)  -0.11
H (0.763, 0.441, 5.894)  0.47
H (0.863, -0.166, 4.218)  0.18

Number 1: HOMO-LUMO gap 7.123 eV, HOMO level -12.01 eV, E_LUMO -4.89 eV. Number 2: HOMO-LUMO gap 7.584 eV, HOMO level -9.72 eV, E_LUMO -2.14 eV.